Version w
{
  "formula": "C3H13N4",
  "method": "wB97M-V/def2-TZVPD",
  "gap_ev": 9.66,
  "homo_energy_ha": -0.460,
  "mol_weight_g_mol": 105.16,
  "total_charge": 1,
  "lumo_ev": -2.85,
  "species": ["N", "N", "N", "N", "C", "C", "C", "H", "H", "H", "H", "H", "H", "H", "H", "H", "H", "H", "H", "H"],
  "coordinates": [[-2.94857, -1.54986, -0.46278], [1.28054, 3.37540, 0.70345], [-0.47403, -1.73607, -0.85811], [1.54029, -0.41234, 0.29289], [1.13935, 0.92534, 0.76850], [-1.61329, -1.34605, 0.04739], [1.73365, 2.10129, 0.41369], [-1.50998, -1.90377, 0.99073], [2.17114, -0.33451, -0.51748], [-0.62451, -2.74377, -1.11139], [2.65758, 2.08780, -0.16932], [0.21288, 0.90873, 1.36418], [-1.47144, -0.28228, 0.26895], [-3.12207, -1.03786, -1.33501], [-0.54769, -1.20627, -1.76648], [0.67411, -1.05221, -0.08273], [0.31252, 3.49305, 1.02438], [-3.08890, -2.52145, -0.69803], [1.61787, 4.10359, 0.10718], [2.06055, -0.86875, 1.01998]]
}

Version x
{
  "formula": "C3H13N4",
  "method": "wB97M-V/def2-TZVPD",
  "gap_ev": [9.10, 9.10],
  "homo_energy_ha": [-0.488, -0.488],
  "mol_weight_g_mol": 105.16,
  "total_charge": 1,
  "lumo_ev": [-4.18, -4.18],
  "species": ["N", "N", "N", "N", "C", "C", "C", "H", "H", "H", "H", "H", "H", "H", "H", "H", "H", "H", "H", "H"],
  "coordinates": [[1.31790, -2.21178, -0.35950], [-1.30524, 2.98427, -0.18471], [0.41621, -0.26852, 0.68595], [-0.68346, 0.18224, 0.30943], [1.20338, -2.79063, -1.48172], [1.61971, 0.59778, 0.73181], [-1.85068, -0.63323, 0.47887], [-1.75825, -1.29020, -0.41098], [-0.43468, 3.51055, -0.40215], [2.15504, -2.52371, 0.23555], [1.90929, -3.53398, -1.80640], [1.45450, 1.46701, 0.06541], [-1.70869, -1.27208, 1.32229], [-2.71153, 0.04744, 0.46542], [2.40445, 0.00346, 0.33452], [-0.96683, 1.17619, -0.11186], [-2.10874, 3.49910, -0.37886], [1.78170, 0.68572, 1.82455], [-1.19809, 2.82107, 0.85006], [0.46401, -2.45068, -2.16767]]
}

Version y
{
  "formula": "C3H13N4",
  "method": "wB97M-V/def2-TZVPD",
  "gap_ev": [8.24, 8.24],
  "homo_energy_ha": [-0.413, -0.413],
  "mol_weight_g_mol": 105.16,
  "total_charge": 1,
  "lumo_ev": [-3.01, -3.01],
  "species": ["N", "N", "N", "N", "C", "C", "C", "H", "H", "H", "H", "H", "H", "H", "H", "H", "H", "H", "H", "H"],
  "coordinates": [[2.35575, 1.53600, -0.66364], [-0.43502, -1.24747, 0.24335], [0.39195, 2.06224, 0.23223], [1.37764, 1.18323, 0.18960], [-0.80460, -0.28973, 1.28282], [-1.69099, -1.62219, -0.42954], [0.58902, -0.67745, -0.63801], [-1.53846, 0.30856, 0.81136], [0.00960, -2.11803, 0.59027], [0.06301, 0.26777, 1.68034], [-1.56969, -2.33373, -1.27394], [0.15526, 2.86100, -0.40547], [-0.13997, 2.11114, 1.06913], [0.13413, -0.54235, -1.61710], [1.49523, -1.30164, -0.62297], [-2.19931, -0.78282, -0.86525], [2.17741, 2.27751, -1.29219], [-1.27369, -0.65541, 2.17404], [3.21420, 1.08404, -0.76682], [-2.31146, -2.12065, 0.30180]]
}

The most stable arrangement is version w, and the next structure is 61.1 kcal/mol less stable.

Version w
{
  "formula": "C5H13NO3S",
  "method": "wB97M-V/def2-TZVPD",
  "gap_ev": 9.52,
  "smiles": "CC[C@](C)(NC)S(=O)(=O)O",
  "homo_energy_ha": -0.330,
  "mol_weight_g_mol": 167.23,
  "lumo_ev": 0.55,
  "species": ["S", "O", "O", "O", "N", "C", "C", "C", "C", "C", "H", "H", "H", "H", "H", "H", "H", "H", "H", "H", "H", "H", "H"],
  "coordinates": [[-2.37655, -0.12669, 0.19328], [-2.28248, 0.72356, 1.31375], [-2.95229, 0.84608, -0.96247], [-3.12614, -1.31091, 0.28157], [-0.03828, 1.01297, -0.54553], [-0.47026, -0.31849, -0.33491], [-0.60229, -1.04399, -1.65144], [0.19478, 1.91362, 0.60294], [0.20765, -1.03874, 0.83109], [1.71542, -0.78990, 0.89820], [2.23816, -1.28301, 1.79383], [-0.18520, 1.47491, -1.43609], [0.13117, -2.22500, 0.90689], [0.17744, 1.41992, 1.55090], [-1.48423, -0.60437, -2.21390], [-2.51508, 1.66273, -0.62143], [1.98159, 0.20770, 0.68152], [2.18162, -1.42576, 0.01083], [-0.29880, -0.65236, 1.75997], [-0.89946, -2.03324, -1.50976], [-0.59819, 2.72845, 0.59972], [0.25275, -1.00103, -2.28408], [1.22803, 2.37901, 0.40656]]
}

Version x
{
  "formula": "C5H13NO3S",
  "method": "wB97M-V/def2-TZVPD",
  "gap_ev": [8.97, 8.97],
  "homo_energy_ha": [-0.330, -0.330],
  "mol_weight_g_mol": 167.23,
  "lumo_ev": [0.00, 0.00],
  "species": ["S", "O", "O", "O", "N", "C", "C", "C", "C", "C", "H", "H", "H", "H", "H", "H", "H", "H", "H", "H", "H", "H", "H"],
  "coordinates": [[0.15655, -0.45199, 1.15732], [1.12324, -1.72972, -0.91943], [0.25609, -0.57655, 2.82325], [-1.24312, -0.49507, 0.84167], [0.51365, -1.81013, -1.94592], [2.21969, 1.15922, 1.38749], [0.68582, 1.37713, 1.18365], [0.55075, 1.97045, -0.16143], [-0.45799, -2.85057, -2.07484], [-1.89726, -2.36597, -2.10579], [-1.96296, -1.67966, -2.86918], [1.34177, 1.47612, -0.94505], [2.87090, 2.08347, 1.03284], [-0.40185, 2.00684, -0.74871], [0.73016, 3.13845, -0.21330], [0.20672, 1.94247, 1.92958], [2.52457, 0.22846, 0.87294], [-0.57442, -1.03404, 3.05211], [-0.47155, -3.70884, -1.37742], [-2.61409, -3.12934, -2.24993], [-2.21758, -1.93223, -1.23463], [2.34865, 1.00619, 2.43272], [-0.51151, -3.30416, -3.06271]]
}

The most stable arrangement is version w, and the next structure is 75.5 kcal/mol less stable.

Version w
{
  "formula": "C4H13NOS2",
  "method": "wB97M-V/def2-TZVPD",
  "gap_ev": 9.76,
  "smiles": "CNCCCSS.O",
  "homo_energy_ha": -0.342,
  "mol_weight_g_mol": 155.29,
  "lumo_ev": 0.44,
  "species": ["S", "S", "O", "N", "C", "C", "C", "C", "H", "H", "H", "H", "H", "H", "H", "H", "H", "H", "H", "H", "H"],
  "coordinates": [[-3.78310, 0.31593, 0.00361], [-2.34391, 0.01393, -1.42516], [2.45168, -1.75334, 0.51155], [0.98013, 0.50873, -0.37962], [1.42657, 1.90971, -0.50053], [-0.70222, -0.94045, 0.66288], [-0.05884, 0.42279, 0.69718], [-1.39398, -1.32902, -0.64403], [3.41352, -1.67743, 0.49896], [0.79796, 2.48862, -1.15814], [0.08012, -1.66912, 0.87435], [2.42471, 1.96449, -0.94987], [0.48902, 0.61336, 1.61789], [-0.65533, -1.67798, -1.36705], [-0.75664, 1.24551, 0.53341], [-1.36881, -1.13569, 1.49832], [-3.09087, 1.21925, 0.71168], [0.52378, 0.27691, -1.25766], [2.11072, -0.98007, 0.00360], [-2.05936, -2.13300, -0.43153], [1.51484, 2.31688, 0.50018]]
}

Version x
{
  "formula": "C4H13NOS2",
  "method": "wB97M-V/def2-TZVPD",
  "gap_ev": 8.88,
  "smiles": "CCSSCCN.O",
  "homo_energy_ha": -0.307,
  "mol_weight_g_mol": 155.29,
  "lumo_ev": 0.53,
  "species": ["S", "S", "O", "N", "C", "C", "C", "C", "H", "H", "H", "H", "H", "H", "H", "H", "H", "H", "H", "H", "H"],
  "coordinates": [[-2.12327, 0.36565, 0.68233], [-1.12376, -1.36649, 0.95843], [1.07247, -1.49016, -2.57815], [1.04482, -0.16679, 3.16867], [-1.95186, 1.31130, -0.93086], [1.28051, -0.00702, 1.73561], [-0.62602, 1.32551, -1.55114], [0.62258, -1.08057, 0.79849], [1.01602, -2.06262, 0.95988], [-2.71492, 0.97243, -1.67866], [-0.46283, 0.44449, -2.15579], [0.59299, -1.76012, -3.36567], [0.59887, -1.97750, -1.89214], [0.90805, -0.81816, -0.21737], [-2.28710, 2.25394, -0.50700], [2.38286, -0.09732, 1.60247], [0.29188, 1.53176, -1.00671], [0.94433, 0.94924, 1.36087], [0.45522, 0.57065, 3.52862], [-0.50673, 2.14342, -2.29900], [0.58588, -1.04167, 3.38711]]
}

The most stable arrangement is version w, and the next structure is 12.1 kcal/mol less stable.